(1)
{
  "formula": "C5H15NP",
  "method": "the ωB97M-V functional and the def2-TZVPD basis",
  "species": ["C", "C", "C", "C", "C", "N", "P", "H", "H", "H", "H", "H", "H", "H", "H", "H", "H", "H", "H", "H", "H", "H"],
  "coordinates": [[2.02225, -1.24298, 0.73679], [-2.46151, 0.83455, -0.60779], [-1.27237, -0.31068, 1.11176], [-0.50887, -0.69329, -1.15527], [2.00830, -0.12451, -0.25327], [-1.09341, 0.24035, -0.17207], [1.53756, 1.44747, 0.34664], [1.62931, -2.18778, 0.26765], [1.41901, -1.05634, 1.70564], [3.10081, -1.48530, 0.89527], [-2.66937, 1.76367, -0.01906], [-2.50079, 1.03985, -1.61253], [-3.28371, 0.07512, -0.60838], [-0.35620, -0.62066, 1.59872], [-1.77862, 0.26206, 1.75059], [-1.83939, -1.25750, 0.99016], [-0.76356, -1.83232, -1.12840], [-0.42559, -0.25113, -2.07937], [2.31690, -0.24808, -1.25781], [-0.36974, 1.07870, -0.15637], [2.34941, 2.28914, -0.39315], [2.37617, 1.48323, 1.58840]],
  "forces_ev_per_a": [[0.005, -1.402, 0.058], [-0.349, -0.615, 1.832], [1.345, -4.545, -0.073], [0.053, -1.902, 2.371], [-2.023, -0.713, 0.634], [-0.931, 1.398, -3.173], [1.538, 0.727, 1.665], [0.249, 0.888, 0.531], [1.566, -0.205, -1.527], [-0.677, 0.204, 0.622], [0.118, -1.066, -0.323], [0.880, 1.005, -2.496], [0.846, 0.368, 1.114], [0.259, 0.255, -0.262], [-2.052, 2.680, 2.250], [0.164, 0.543, 0.074], [0.466, 2.439, 0.428], [0.153, 0.854, -2.033], [0.509, -0.287, -0.692], [-1.185, -1.017, 0.542], [0.170, 0.393, -0.389], [-1.106, -0.002, -1.152]],
  "lowdin_charge": [-0.197, 0.028, -0.073, 0.056, -0.423, -0.326, 0.889, 0.089, 0.082, 0.096, 0.126, 0.056, 0.126, 0.069, 0.066, 0.137, 0.138, 0.042, 0.056, 0.030, -0.072, 0.006],
  "homo_energy_ev": [-11.89, -13.20],
  "e_above_lowest_ev": 4.576,
  "gap_ev": [7.41, 9.20],
  "total_energy_ev": -16195.5357,
  "charge": 1
}

(2)
{
  "formula": "C5H15NP",
  "method": "the ωB97M-V functional and the def2-TZVPD basis",
  "species": ["C", "C", "C", "C", "C", "N", "P", "H", "H", "H", "H", "H", "H", "H", "H", "H", "H", "H", "H", "H", "H", "H"],
  "coordinates": [[-0.38388, 0.95481, 1.94985], [1.65534, 1.27319, 0.46386], [-2.09891, 1.42070, -0.41456], [0.24420, -1.28520, -1.07903], [0.12164, 1.30246, 0.61088], [-0.56752, 1.49437, -0.45700], [0.88989, -2.89886, -1.04236], [0.33471, 1.04099, 2.79754], [-0.79584, -0.08300, 1.86284], [-1.37787, 1.51091, 2.25332], [2.06411, 0.21016, 0.38984], [2.11368, 1.80078, 1.30187], [1.72499, 1.97987, -0.44416], [-2.40722, 1.15227, -1.41292], [-2.54733, 0.52273, 0.14452], [-2.49017, 2.23307, 0.02136], [0.66608, -0.96762, -2.09683], [-0.79608, -1.09346, -0.78654], [0.44564, -3.79871, -0.07052], [-0.24075, 1.52559, -1.38514], [2.37536, -2.61434, -0.98294], [1.15393, -3.99966, -1.88021]],
  "forces_ev_per_a": [[-3.191, 0.532, 1.073], [-1.166, 1.193, -1.434], [1.726, -4.765, -0.812], [0.610, -1.222, -1.281], [2.949, -0.928, 0.053], [-3.867, -0.496, 2.657], [2.451, 0.782, 0.505], [-0.419, -0.115, -1.068], [0.663, 0.425, 0.110], [1.994, -0.691, -0.643], [-0.747, 1.555, -0.305], [-0.071, -0.157, 0.026], [1.103, -1.599, 0.998], [-0.218, 0.836, -0.440], [1.421, 1.058, -0.294], [-1.393, 3.281, 1.014], [-0.983, 0.416, 1.375], [0.253, -0.437, -0.769], [0.109, 0.595, 0.742], [1.279, 0.161, -0.875], [-1.704, -0.625, 0.442], [-0.799, 0.202, -1.075]],
  "lowdin_charge": [-0.008, -0.001, 0.017, -0.458, -0.330, 0.082, 0.737, 0.110, 0.119, 0.139, 0.111, 0.085, 0.117, 0.096, 0.125, 0.049, 0.008, -0.038, -0.040, 0.139, 0.007, -0.067],
  "homo_energy_ev": -11.42,
  "e_above_lowest_ev": 3.563,
  "gap_ev": 7.67,
  "total_energy_ev": -16196.5487,
  "charge": 1
}

(3)
{
  "formula": "C5H15NS",
  "method": "the ωB97M-V functional and the def2-TZVPD basis",
  "species": ["C", "C", "S", "H", "H", "H", "H", "H", "C", "C", "N", "C", "H", "H", "H", "H", "H", "H", "H", "H", "H", "H"],
  "coordinates": [[0.28782, 0.20328, -3.38372], [0.67115, 1.28018, -2.39747], [-0.75741, 1.46407, -1.03084], [-0.74708, 0.31973, -3.70507], [0.34255, -0.76730, -2.88969], [0.91896, 0.25779, -4.27867], [0.68537, 2.28315, -2.81451], [1.54561, 1.09563, -1.78309], [0.62763, 1.04683, 2.40292], [0.13375, -0.39032, 2.32197], [-0.62495, -0.60511, 1.07984], [-0.91322, -1.99599, 0.78035], [-0.22881, 1.72322, 2.32354], [1.13349, 1.25605, 3.34604], [1.24723, 1.30477, 1.54629], [0.99790, -1.04783, 2.23477], [-0.51689, -0.64400, 3.16868], [-0.37396, 0.37516, -0.10599], [-1.49079, -0.06007, 1.09911], [0.00291, -2.50412, 0.46481], [-1.63198, -2.07682, -0.03562], [-1.30929, -2.51830, 1.65635]],
  "forces_ev_per_a": [[0.088, 0.098, 0.032], [-2.113, 0.393, 1.905], [1.416, -0.312, -1.148], [0.007, 0.141, 0.024], [0.163, -0.091, -0.239], [0.096, -0.301, 0.091], [0.241, -0.044, -0.157], [0.272, -0.088, -0.358], [-0.708, 0.196, -0.154], [-0.045, 0.085, -0.709], [0.168, 0.388, -0.103], [0.098, -0.099, 0.137], [-0.008, 0.042, 0.174], [0.119, -0.079, -0.047], [0.287, -0.133, 0.076], [-0.076, -0.251, 0.452], [0.347, -0.130, 0.188], [-0.069, 0.513, -0.725], [-0.152, -0.355, 0.473], [-0.001, 0.034, 0.066], [-0.028, 0.127, 0.023], [-0.102, -0.131, -0.002]],
  "lowdin_charge": [-0.237, -0.554, 0.366, 0.050, 0.054, 0.055, 0.030, 0.033, -0.179, -0.403, -0.240, -0.316, 0.049, 0.050, 0.052, 0.091, 0.057, -0.126, 0.037, 0.056, 0.049, 0.025],
  "s2": 0.7503,
  "homo_energy_ev": [1.12, -5.05],
  "e_above_lowest_ev": 0.924,
  "gap_ev": [2.27, 8.46],
  "total_energy_ev": -17751.5143,
  "charge": -1,
  "multiplicity": 2
}

(4)
{
  "formula": "C5H15NS2",
  "method": "the ωB97M-V functional and the def2-TZVPD basis",
  "species": ["C", "C", "C", "N", "H", "H", "H", "H", "H", "H", "H", "H", "H", "C", "C", "S", "S", "H", "H", "H", "H", "H", "H"],
  "coordinates": [[-1.87005, 1.12430, -0.51946], [-2.21469, -0.31362, -0.14936], [-1.09211, -1.30527, -0.29909], [-1.51043, -2.69113, -0.01710], [-1.72527, 1.29881, -1.58769], [-1.00676, 1.52421, 0.01438], [-2.71896, 1.75042, -0.22436], [-2.54555, -0.29673, 0.89550], [-3.08586, -0.62260, -0.74003], [-0.32381, -1.05748, 0.43110], [-0.71826, -1.26929, -1.33433], [-0.73650, -3.30098, -0.25307], [-2.22809, -2.95141, -0.69091], [2.25750, 2.29273, 0.84511], [2.00660, 0.78244, 0.93817], [1.93050, 0.18701, -0.77876], [2.54909, -1.75989, -0.42725], [1.51069, 2.79088, 0.23132], [3.26166, 2.47695, 0.47017], [2.18728, 2.72589, 1.84797], [1.07726, 0.56062, 1.47165], [2.80006, 0.29877, 1.50486], [2.19571, -2.24462, -1.62880]],
  "forces_ev_per_a": [[-0.408, 0.385, 0.015], [-0.450, 0.230, 0.285], [-0.137, -0.597, -0.388], [-0.311, 0.071, -0.140], [0.148, -0.229, 0.016], [0.138, -0.200, 0.008], [0.095, 0.041, -0.079], [-0.010, -0.233, -0.067], [0.083, -0.066, 0.016], [0.290, 0.027, -0.311], [0.355, 0.449, 0.305], [0.138, -0.046, 0.226], [-0.093, 0.070, 0.170], [-0.029, -0.309, 0.728], [-0.247, 0.393, -0.071], [0.261, 0.221, 0.067], [0.093, -0.386, 0.061], [0.041, 0.012, -0.182], [-0.077, 0.110, -0.175], [0.017, -0.002, -0.091], [-0.026, 0.026, -0.210], [0.204, -0.075, -0.243], [-0.076, 0.106, 0.061]],
  "lowdin_charge": [-0.117, -0.272, -0.359, -0.013, 0.073, 0.052, 0.069, 0.110, 0.107, 0.065, 0.098, 0.049, 0.060, -0.188, -0.621, 0.424, 0.324, 0.061, 0.068, 0.075, 0.062, 0.061, -0.190],
  "homo_energy_ev": -8.18,
  "e_above_lowest_ev": 0.388,
  "gap_ev": 8.66,
  "total_energy_ev": -28588.5589
}

(5)
{
  "formula": "C5H15NSi",
  "method": "the ωB97M-V functional and the def2-TZVPD basis",
  "species": ["C", "N", "Si", "C", "C", "C", "C", "H", "H", "H", "H", "H", "H", "H", "H", "H", "H", "H", "H", "H", "H", "H"],
  "coordinates": [[-1.76908, 0.09869, -1.66206], [-1.12933, -1.01505, -0.90431], [0.53873, -0.79861, -0.48899], [0.79279, -2.41718, 0.68391], [0.93521, 0.74173, 0.56709], [-0.16069, 0.77912, 1.63507], [1.12883, 2.03980, -0.18101], [-1.28334, 1.01172, -1.72119], [-1.85815, -0.39099, -2.59225], [-2.79552, 0.28615, -1.41652], [-1.85527, -1.50223, -0.45860], [1.16000, -0.87220, -1.75623], [1.65576, -2.43754, 1.31677], [-0.05906, -2.59217, 1.24758], [0.78534, -3.33935, 0.06902], [1.87769, 0.49810, 0.90035], [-1.24175, 0.56284, 1.44725], [0.03640, 0.22682, 2.49486], [-0.23146, 1.82599, 2.20821], [0.54931, 2.17404, -1.19468], [2.12464, 2.13157, -0.47218], [0.79894, 2.98875, 0.27792]],
  "forces_ev_per_a": [[-0.745, -2.956, -0.192], [0.432, 2.321, -0.116], [-1.514, -2.186, 2.683], [0.923, 0.677, -2.924], [-3.051, 0.008, -1.459], [-1.073, 3.391, 1.520], [-2.821, 1.307, -2.460], [1.305, 1.541, 0.038], [-0.087, 0.509, -1.975], [-0.537, 0.134, 0.888], [-0.257, -0.910, 1.061], [1.105, 0.178, -1.074], [0.562, 0.090, 0.335], [-1.792, 0.289, 1.462], [0.471, 0.518, -0.090], [2.004, -0.605, 1.728], [1.026, 0.039, -0.847], [0.734, -1.723, 1.239], [0.312, -1.589, -1.630], [0.843, -0.761, 1.578], [1.803, 0.353, -0.423], [0.357, -0.625, 0.657]],
  "lowdin_charge": [-0.153, -0.196, 0.619, -0.171, -0.478, -0.142, -0.143, 0.027, 0.054, 0.069, 0.050, -0.022, 0.002, -0.022, 0.023, 0.060, 0.076, 0.029, 0.114, 0.089, 0.039, 0.075],
  "homo_energy_ev": -8.58,
  "e_above_lowest_ev": 1.320,
  "gap_ev": 9.61,
  "total_energy_ev": -14795.0201
}

(6)
{
  "formula": "C5H15NSi",
  "method": "the ωB97M-V functional and the def2-TZVPD basis",
  "species": ["C", "Si", "C", "N", "H", "H", "H", "H", "H", "H", "H", "H", "H", "C", "C", "C", "H", "H", "H", "H", "H", "H"],
  "coordinates": [[-0.68828, 0.98352, 1.32472], [-2.01050, 0.53788, 0.17305], [-3.42840, -0.71731, 0.64200], [-1.16495, -0.27082, -1.08275], [-0.98284, 1.47785, 2.28611], [0.09176, 0.17093, 1.64155], [-0.05978, 1.79699, 0.84496], [-2.70147, 1.77801, -0.34072], [-3.79286, -1.35140, -0.16140], [-3.04735, -1.40855, 1.37446], [-4.32131, -0.29600, 1.15361], [-0.23294, -0.65690, -1.02827], [-1.48240, -0.36924, -1.98286], [2.62419, -1.26442, 0.42405], [2.32183, -0.04775, -0.11765], [2.83577, 0.44674, -1.43536], [2.34722, -1.48033, 1.45607], [3.36961, -1.87566, -0.15594], [1.58940, 0.61807, 0.37749], [3.56253, -0.11205, -2.01891], [1.95386, 0.60363, -2.07096], [3.21693, 1.43681, -1.30325]],
  "forces_ev_per_a": [[2.651, 0.684, 2.365], [-1.800, -1.338, -1.267], [-0.102, 1.131, 0.961], [1.369, 0.169, 1.456], [-0.099, -0.542, -0.689], [-1.737, 1.164, -0.701], [-0.754, -0.880, 0.221], [0.306, -0.258, 0.199], [0.187, 0.281, -0.450], [0.452, -0.456, 0.391], [0.477, 0.093, -0.430], [-0.080, 0.212, 0.390], [-1.105, -0.228, -2.272], [0.783, 1.970, -1.226], [0.270, -1.925, 0.682], [-1.237, 0.229, -0.316], [-0.105, -0.399, -0.458], [-0.930, 0.326, 1.000], [0.835, -0.436, -0.292], [0.024, -0.490, 0.472], [0.128, -0.058, -0.166], [0.467, 0.753, 0.130]],
  "lowdin_charge": [-0.257, 0.431, -0.221, -0.077, 0.036, 0.059, 0.041, -0.019, 0.010, -0.002, 0.017, 0.016, -0.013, -0.010, -0.257, -0.118, 0.044, 0.069, 0.048, 0.074, 0.070, 0.060],
  "homo_energy_ev": -9.11,
  "e_above_lowest_ev": 0.642,
  "gap_ev": 10.10,
  "total_energy_ev": -14795.6978
}